No. 1
The following is a quantum chemistry calculation of 3 unconnected molecules or ions with the total composition C5H19N3O2, from the OMol25 dataset.

Last columns: bonded neighbours and bond lengths (Å).
Geometry (Å):
1 C 1.4143 2.0786 1.4149  C2 1.502, H9 1.076, H10 1.197, H11 1.058
2 C 0.7761 0.7378 1.6427  C1 1.502, C3 1.674, H12 1.083, H13 1.096
3 C -0.4412 0.4748 0.5245  C2 1.674, C4 1.533, N6 1.440, H14 1.090
4 C -1.6265 1.2779 1.0724  C3 1.533, N5 1.511, H15 1.145, H16 1.132
5 N -2.5955 1.3238 -0.0855  C4 1.511, H17 1.052, H18 1.088
6 N -0.5611 -0.9550 0.4079  C3 1.440, C7 1.477, H19 0.983
7 C -0.8736 -1.7195 -0.8164  N6 1.477, N8 1.515, H20 1.140, H21 1.255
8 N -2.2654 -2.3086 -0.7091  C7 1.515, H22 0.974, H23 0.994
9 H 2.4606 2.1393 1.6606  C1 1.076
10 H 1.1345 2.8925 2.2464  C1 1.197
11 H 1.2299 2.5001 0.4621  C1 1.058
12 H 1.5932 0.0290 1.5937  C2 1.083
13 H 0.3321 0.4679 2.6073  C2 1.096
14 H -0.0853 0.9852 -0.3709  C3 1.090
15 H -1.2014 2.2549 1.4923  C4 1.145
16 H -2.0943 0.5466 1.7986  C4 1.132
17 H -3.2873 2.1074 0.0290  N5 1.052
18 H -2.1188 1.3965 -1.0604  N5 1.088
19 H -0.8219 -1.4464 1.2187  N6 0.983
20 H -0.1522 -2.5926 -0.9472  C7 1.140
21 H -0.8258 -1.1235 -1.9194  C7 1.255
22 H -2.2993 -2.7353 0.1653  N8 0.974
23 H -2.8566 -1.5225 -0.8524  N8 0.994
24 O 2.5960 1.2233 -2.1502  H25 0.941, H26 0.945
25 H 1.7106 0.9757 -1.9474  O24 0.941
26 H 2.9222 0.3445 -2.2710  O24 0.945
27 O 2.6132 -2.1586 -0.7361  H28 0.968, H29 0.979
28 H 3.3588 -1.5442 -0.6738  O27 0.968
29 H 1.7870 -1.7107 -0.4632  O27 0.979

Calculated values
SMILES	CC[C@H](CN)NCN.O.O
multiplicity	1



No. 2
The following is a quantum chemistry calculation of 12 unconnected molecules or ions with the total composition C36H99F3N7O13, from the OMol25 dataset.

Last columns: bonded neighbours and bond lengths (Å).
Geometry (Å):
1 C -13.5904 2.0037 -8.4891  O2 1.498, O3 1.255, C4 1.525, H15 1.120
2 O -13.6329 0.5825 -8.9597  C1 1.498, C8 1.364
3 O -12.4277 2.2983 -8.1210  C1 1.255
4 C -14.1516 2.8496 -9.6275  C1 1.525, F5 1.388, F6 1.463, F7 1.398
5 F -13.6746 2.4783 -10.8768  C4 1.388
6 F -15.6072 2.7069 -9.6757  C4 1.463
7 F -13.8823 4.2107 -9.4538  C4 1.398
8 C -14.7900 -0.0956 -8.7135  O2 1.364, C9 1.544, H13 1.096, H14 1.112
9 C -14.8194 -1.2969 -9.6824  C8 1.544, H10 1.087, H11 1.094, H12 1.104
10 H -13.9108 -1.8890 -9.6131  C9 1.087
11 H -15.6936 -1.9431 -9.5585  C9 1.094
12 H -14.9135 -0.8861 -10.7023  C9 1.104
13 H -15.7255 0.4656 -8.8194  C8 1.096
14 H -14.8379 -0.4891 -7.6748  C8 1.112
15 H -14.3124 2.0916 -7.6371  C1 1.120
16 C -11.5130 -1.0587 -11.4157  O17 1.390, H18 1.110, H19 1.104, H20 1.088
17 O -11.4685 -0.8251 -10.0464  C16 1.390, H21 1.007
18 H -12.5549 -1.1862 -11.7767  C16 1.110
19 H -11.0940 -0.2202 -11.9994  C16 1.104
20 H -10.9390 -1.9513 -11.6546  C16 1.088
21 H -12.2088 -0.1986 -9.7760  O17 1.007
22 C -13.4578 1.6343 -4.7078  O23 1.377, H24 1.100, H25 1.098, H26 1.095
23 O -12.9879 2.7115 -5.4249  C22 1.377, H27 1.002
24 H -14.4752 1.3250 -4.9910  C22 1.100
25 H -12.7682 0.7854 -4.8019  C22 1.098
26 H -13.5289 1.9395 -3.6587  C22 1.095
27 H -12.7957 2.4936 -6.3838  O23 1.002
28 C -15.2545 -1.9292 -4.7224  O29 1.421, H30 1.088, H31 1.105, H32 1.096
29 O -16.2446 -2.4851 -5.5765  C28 1.421, H33 1.003
30 H -14.5558 -2.7189 -4.4555  C28 1.088
31 H -14.6728 -1.1547 -5.2546  C28 1.105
32 H -15.6797 -1.4911 -3.8120  C28 1.096
33 H -17.0167 -1.8492 -5.6492  O29 1.003
34 C -11.3711 5.2702 -6.2906  O35 1.452, H36 1.101, H37 1.095, H38 1.085
35 O -11.4883 5.0372 -7.7193  C34 1.452, H39 1.015
36 H -12.3671 5.3514 -5.8278  C34 1.101
37 H -10.8846 4.4209 -5.8003  C34 1.095
38 H -10.8308 6.1997 -6.1416  C34 1.085
39 H -11.8678 4.1009 -7.8206  O35 1.015
40 C -12.3572 7.6601 -10.0850  C41 1.501, H46 1.085, H47 1.102, H48 1.097
41 C -13.6294 7.4942 -10.8642  C40 1.501, C42 1.468, N45 1.470, H49 1.096
42 C -14.7282 7.2277 -9.9281  C41 1.468, O43 1.412, H50 1.097, H51 1.115
43 O -15.9804 7.0078 -10.5417  C42 1.412, C44 1.390
44 C -15.9744 5.8521 -11.3147  O43 1.390, H52 1.095, H53 1.096, H54 1.081
45 N -13.8938 8.6415 -11.7444  C41 1.470, H55 1.013, H56 1.030
46 H -11.5536 7.9093 -10.7695  C40 1.085
47 H -12.0643 6.7040 -9.6227  C40 1.102
48 H -12.4561 8.3228 -9.2165  C40 1.097
49 H -13.4556 6.5884 -11.4561  C41 1.096
50 H -14.8337 8.0376 -9.1954  C42 1.097
51 H -14.4695 6.3421 -9.3018  C42 1.115
52 H -15.9180 4.9950 -10.6353  C44 1.095
53 H -15.0847 5.7827 -11.9502  C44 1.096
54 H -16.8918 5.8328 -11.8857  C44 1.081
55 H -13.7251 9.5288 -11.2865  N45 1.013
56 H -14.8915 8.6283 -11.9988  N45 1.030
57 C -10.1757 5.7172 -12.0517  C58 1.497, H63 1.087, H64 1.095, H65 1.086
58 C -10.9543 4.5142 -11.6185  C57 1.497, C59 1.495, N62 1.487, H66 1.115
59 C -10.9756 3.4948 -12.7115  C58 1.495, O60 1.399, H67 1.097, H68 1.099
60 O -11.3457 4.0579 -13.9377  C59 1.399, C61 1.408
61 C -12.7200 4.3554 -14.0083  O60 1.408, H69 1.102, H70 1.091, H71 1.098
62 N -10.3957 3.9438 -10.3636  C58 1.487, H72 1.025, H73 1.042
63 H -10.7919 6.2076 -12.8009  C57 1.087
64 H -9.2183 5.3858 -12.4678  C57 1.095
65 H -9.9300 6.3195 -11.1824  C57 1.086
66 H -11.9961 4.8464 -11.3998  C58 1.115
67 H -11.6653 2.6891 -12.4309  C59 1.097
68 H -9.9798 3.0324 -12.7478  C59 1.099
69 H -12.9449 5.2186 -13.3619  C61 1.102
70 H -13.4061 3.5254 -13.8328  C61 1.091
71 H -12.8763 4.7178 -15.0325  C61 1.098
72 H -10.5620 4.6446 -9.6349  N62 1.025
73 H -11.0118 3.1645 -10.0489  N62 1.042
74 C -16.8911 3.8993 -13.0333  C75 1.523, H80 1.089, H81 1.102, H82 1.085
75 C -17.0500 5.1694 -13.8587  C74 1.523, C76 1.551, N79 1.440, H83 1.102
76 C -16.8709 4.8944 -15.3746  C75 1.551, O77 1.385, H84 1.111, H85 1.122
77 O -15.5778 4.4735 -15.6379  C76 1.385, C78 1.428
78 C -15.4284 3.9304 -16.9497  O77 1.428, H86 1.103, H87 1.102, H88 1.085
79 N -18.3214 5.7837 -13.5773  C75 1.440, H89 1.017, H90 1.018
80 H -17.8238 3.3385 -13.0115  C74 1.089
81 H -16.6787 4.2118 -11.9979  C74 1.102
82 H -15.9923 3.3610 -13.3140  C74 1.085
83 H -16.2188 5.8577 -13.6362  C75 1.102
84 H -17.1848 5.7534 -16.0053  C76 1.111
85 H -17.5948 4.0962 -15.6864  C76 1.122
86 H -15.9504 4.5704 -17.6803  C78 1.103
87 H -15.8712 2.9253 -17.0355  C78 1.102
88 H -14.3627 3.8904 -17.1472  C78 1.085
89 H -18.5300 6.5652 -14.1939  N79 1.017
90 H -19.0974 5.1324 -13.6731  N79 1.018
91 C -16.7655 1.3597 -6.3040  C92 1.494, H97 1.087, H98 1.092, H99 1.101
92 C -18.0301 0.5869 -6.4923  C91 1.494, C93 1.479, N96 1.494, H100 1.103
93 C -17.9668 -0.2169 -7.7316  C92 1.479, O94 1.359, H101 1.104, H102 1.108
94 O -18.0531 0.5954 -8.8177  C93 1.359, C95 1.358
95 C -17.6650 -0.1319 -9.8971  O94 1.358, H103 1.090, H104 1.095, H105 1.102
96 N -18.2287 -0.3495 -5.3454  C92 1.494, H106 1.036, H107 1.023
97 H -16.6638 1.8555 -5.3424  C91 1.087
98 H -16.6530 2.1227 -7.0773  C91 1.092
99 H -15.9235 0.6657 -6.4484  C91 1.101
100 H -18.8534 1.3212 -6.5146  C92 1.103
101 H -18.7407 -1.0047 -7.7455  C93 1.104
102 H -16.9861 -0.7317 -7.6995  C93 1.108
103 H -17.3255 0.5211 -10.7014  C95 1.090
104 H -18.4673 -0.7834 -10.2586  C95 1.095
105 H -16.7653 -0.7089 -9.6292  C95 1.102
106 H -19.1851 -0.7368 -5.4367  N96 1.036
107 H -18.3029 0.1832 -4.4758  N96 1.023
108 C -18.5857 4.8503 -9.4314  C109 1.510, H114 1.087, H115 1.104, H116 1.099
109 C -18.3279 4.7189 -7.9497  C108 1.510, C110 1.500, N113 1.540, H117 1.102
110 C -16.8945 5.0646 -7.6746  C109 1.500, O111 1.313, H118 1.100, H119 1.099
111 O -16.6860 4.7868 -6.4083  C110 1.313, C112 1.411
112 C -15.3250 4.8883 -6.0503  O111 1.411, H120 1.089, H121 1.105, H122 1.099
113 N -19.3170 5.6054 -7.1693  C109 1.540, H123 1.032, H124 1.035
114 H -17.8933 4.2251 -9.9893  C108 1.087
115 H -18.5559 5.9065 -9.7517  C108 1.104
116 H -19.6056 4.5819 -9.7412  C108 1.099
117 H -18.5671 3.6808 -7.6682  C109 1.102
118 H -16.8135 6.1435 -7.8724  C110 1.100
119 H -16.2893 4.4988 -8.3960  C110 1.099
120 H -15.2016 4.4939 -5.0430  C112 1.089
121 H -14.9508 5.9276 -6.0617  C112 1.105
122 H -14.6746 4.2912 -6.7039  C112 1.099
123 H -19.4583 6.4953 -7.6728  N113 1.032
124 H -18.8684 5.9337 -6.2964  N113 1.035
125 C -15.3692 -2.1337 -12.4323  C126 1.502, H131 1.097, H132 1.092, H133 1.090
126 C -16.7483 -2.2563 -13.0142  C125 1.502, C127 1.469, N130 1.470, H134 1.101
127 C -16.6771 -1.9419 -14.4473  C126 1.469, O128 1.430, H135 1.103, H136 1.115
128 O -17.9918 -1.9767 -15.0075  C127 1.430, C129 1.369
129 C -17.9686 -1.9597 -16.3761  O128 1.369, H137 1.105, H138 1.081, H139 1.104
130 N -17.2153 -3.6388 -12.8376  C126 1.470, H140 1.027, H141 1.023
131 H -15.0574 -1.0838 -12.4924  C125 1.097
132 H -14.6295 -2.7074 -12.9952  C125 1.092
133 H -15.3300 -2.4277 -11.3834  C125 1.090
134 H -17.3606 -1.5278 -12.4601  C126 1.101
135 H -15.9435 -2.5827 -14.9654  C127 1.103
136 H -16.2596 -0.9141 -14.5590  C127 1.115
137 H -17.3607 -1.1165 -16.7514  C129 1.105
138 H -18.9860 -1.8841 -16.7341  C129 1.081
139 H -17.4937 -2.8705 -16.7813  C129 1.104
140 H -18.2124 -3.7034 -13.0735  N130 1.027
141 H -17.1900 -3.8922 -11.8467  N130 1.023
142 C -12.2710 -2.1737 -6.5420  C143 1.483, H148 1.085, H149 1.103, H150 1.096
143 C -11.2692 -2.2109 -5.4497  C142 1.483, C144 1.497, N147 1.466, H151 1.094
144 C -11.5780 -3.3187 -4.4912  C143 1.497, O145 1.363, H152 1.098, H153 1.099
145 O -11.4973 -4.4909 -5.1820  C144 1.363, C146 1.366
146 C -11.8408 -5.5527 -4.3948  O145 1.366, H154 1.103, H155 1.111, H156 1.091
147 N -9.9316 -2.3241 -6.0380  C143 1.466, H157 1.021, H158 1.023
148 H -11.9894 -1.4755 -7.3234  C142 1.085
149 H -13.2684 -1.9103 -6.1508  C142 1.103
150 H -12.4555 -3.1778 -6.9409  C142 1.096
151 H -11.3093 -1.2738 -4.8873  C143 1.094
152 H -12.5968 -3.2119 -4.0948  C144 1.098
153 H -10.8107 -3.3519 -3.7056  C144 1.099
154 H -12.9335 -5.6604 -4.2875  C146 1.103
155 H -11.4182 -5.4854 -3.3697  C146 1.111
156 H -11.4259 -6.4629 -4.8298  C146 1.091
157 H -9.2184 -2.2737 -5.3093  N147 1.021
158 H -9.8502 -3.2506 -6.4649  N147 1.023

Calculated values
total charge	-1
multiplicity	1



Computed values of energy relative to the best compared isomer or geometry (same formula, charge and spin) (unit: eV) for the preceding records, in sequence: 1.911; 0.222.
Computed values of total energy (unit: a.u.) for the preceding records, in sequence: -516.550704; -3091.833487.
Computed values of frontier orbital gap (unit: hartree) for the preceding records, in sequence: 0.3324; 0.3046.